18
Properties=species:S:1:pos:R:3:forces:R:3 method="wB97M-V/def2-TZVPD" e_tot_ha=-272.78671 lumo_ev="0.91 / 0.87" homo_energy_ev="-7.3 / -7.2" gap_ev="8.2 / 8.0"
C 2.72965 0.49221 0.30296 0.4 0.0 0.3
O 1.47182 0.66466 -0.01868 -0.1 0.4 -0.2
C 0.48996 -0.16286 0.15228 -0.3 -0.3 0.2
C -0.87648 0.28408 -0.26740 0.0 0.0 0.0
C -1.57396 1.09870 0.83525 0.0 0.1 0.1
C -1.72708 -0.92577 -0.66383 0.0 -0.1 0.0
H 2.53157 -1.20431 -1.07612 -0.1 -0.1 -0.1
H 2.97632 -0.25780 1.04708 0.0 0.1 -0.1
H 3.36157 1.33984 0.08344 -0.1 -0.1 0.0
H 1.81790 -1.47103 -1.16414 0.1 0.0 0.0
H 0.64612 -0.99305 0.84150 0.0 0.1 -0.1
H -0.75100 0.93182 -1.14511 0.0 -0.1 0.1
H -0.97913 1.97528 1.11266 -0.1 -0.1 0.0
H -2.55961 1.44402 0.50078 0.1 -0.1 0.0
H -1.71758 0.48793 1.73511 0.0 0.1 -0.1
H -1.27036 -1.47676 -1.49189 -0.1 0.1 0.1
H -1.83785 -1.61537 0.18264 0.0 0.1 -0.1
H -2.73188 -0.61159 -0.96653 0.1 0.0 0.0